# 1
Computed, not measured: a structure of composition C12H25BCrF4O10, with wB97M-V/def2-TZVPD.

Computed properties:
Max |F| ... 10.15 eV/A
Gap between HOMO and LUMO (spin up / spin down) ... 4.33 / 6.93 eV
HOMO (spin up / spin down) ... -3.970 / -10.700 eV
LUMO level (spin up / spin down) ... 0.36 / -3.77 eV

```
! RIJCOSX wB97M-V def2-TZVPD def2/J DEFGRID3
* xyz 0 9
Cr -0.88 -0.07 -0.09
B -3.08 -0.30 -1.33
F -4.44 -0.19 -1.48
F -2.49 0.83 -0.89
F -2.86 -1.23 -0.34
F -2.45 -0.76 -2.40
C 0.36 -3.97 0.63
C 1.10 -2.73 0.10
C 1.09 -2.80 -1.36
O 0.57 -1.51 0.60
H 0.85 -4.88 0.29
H -0.68 -3.90 0.32
H 0.33 -4.01 1.72
H 2.17 -2.87 0.26
H 1.78 -2.17 -1.92
H 0.11 -2.43 -1.65
H 1.07 -3.78 -1.82
C -1.55 -2.29 3.27
O -2.61 -1.38 3.34
C -2.73 -0.41 2.56
O -1.76 0.07 1.92
O -3.92 0.10 2.81
C -4.32 1.28 2.16
H -1.89 -3.32 3.42
H -0.84 -1.93 4.01
H -1.08 -2.33 2.28
H -4.70 2.00 2.90
H -5.24 0.99 1.66
H -3.65 1.77 1.46
C 1.35 5.16 0.70
O 0.42 4.10 0.63
C 0.69 2.80 0.80
O -0.13 1.90 0.49
O 1.90 2.69 1.36
C 2.29 1.47 2.12
H 0.92 6.03 0.21
H 2.22 4.68 0.25
H 1.59 5.44 1.73
H 1.40 0.88 2.36
H 2.98 1.72 2.93
H 2.86 0.76 1.52
C 0.81 -0.83 -4.45
O 1.74 -0.05 -3.66
C 1.21 0.59 -2.52
O 0.08 0.41 -2.05
O 2.14 1.45 -1.96
C 3.57 1.50 -2.22
H 1.43 -1.33 -5.19
H -0.04 -0.24 -4.79
H 0.39 -1.64 -3.84
H 3.98 1.96 -1.32
H 3.85 2.18 -3.03
H 4.10 0.58 -2.44
*
```

# 2
Computed, not measured: a structure of composition C13H36ClIO3P3Pb, with wB97M-V/def2-TZVPD.

Computed properties:
Max |F| ... 3.55 eV/A
Gap between HOMO and LUMO (spin up / spin down) ... 2.06 / 2.05 eV
HOMO (spin up / spin down) ... -16.593 / -16.592 eV
LUMO level (spin up / spin down) ... -14.53 / -14.54 eV

```
! RIJCOSX wB97M-V def2-TZVPD def2/J DEFGRID3
* xyz 3 1
C 1.50 -3.21 -3.55
I 2.70 -3.13 -1.68
H 0.45 -3.17 -3.25
H 1.77 -4.14 -4.07
H 1.76 -2.33 -4.14
Pb 1.08 -0.65 -0.88
P 0.15 -2.24 1.48
C 1.42 -2.98 2.56
C -1.17 -1.82 2.68
H -1.26 -2.63 3.43
H -0.65 -4.51 1.64
H -2.11 -1.72 2.13
H -1.55 -3.58 0.38
H 1.81 -2.21 3.24
H -0.93 -0.87 3.17
C -0.56 -3.80 0.81
H 0.96 -3.81 3.14
H 0.11 -4.20 0.03
H 2.23 -3.37 1.93
P -0.05 1.97 -1.97
C 0.98 3.30 -2.69
C -1.04 1.57 -3.46
H -2.19 2.41 -0.92
H -1.44 3.92 -1.56
H -0.85 3.19 -0.01
C -1.25 2.98 -1.02
H -1.94 1.02 -3.17
H -1.30 2.51 -3.98
H 0.32 4.06 -3.14
H 1.62 2.87 -3.47
H -0.43 0.95 -4.13
H 1.61 3.76 -1.92
Cl -1.49 -0.97 -1.02
C 0.96 1.80 5.85
C 1.12 0.95 4.62
O 0.21 1.35 3.55
P 0.71 2.33 2.32
O 1.52 3.49 3.17
C 0.83 4.57 3.84
C -0.56 4.83 3.31
O 2.01 1.50 1.68
C 3.25 2.21 1.39
C 3.04 3.57 0.75
H 1.69 2.61 5.83
H 1.17 1.18 6.73
H -0.06 2.19 5.95
H 2.15 1.01 4.23
H 0.87 -0.10 4.81
H 0.80 4.35 4.92
H 1.46 5.46 3.71
H -0.54 4.94 2.22
H -1.25 4.04 3.60
H -0.92 5.77 3.74
H 3.81 2.29 2.33
H 3.82 1.55 0.73
H 3.03 4.36 1.50
H 3.89 3.75 0.07
H 2.12 3.62 0.15
*
```

# 3
Computed, not measured: a structure of composition C48H41AsBrN2PSW, with wB97M-V/def2-TZVPD.

Computed properties:
Max |F| ... 2.03 eV/A
Gap between HOMO and LUMO ... 6.35 eV
HOMO ... -12.595 eV
LUMO level ... -6.25 eV

```
! RIJCOSX wB97M-V def2-TZVPD def2/J DEFGRID3
* xyz 2 1
W 1.50 0.16 -1.42
C 3.65 1.82 1.18
C 3.79 0.32 1.07
C 4.52 -0.29 2.11
C 4.78 -1.62 2.08
C 4.36 -2.39 0.98
C 4.69 -3.76 0.86
C 4.32 -4.46 -0.25
C 3.59 -3.80 -1.26
C 3.24 -2.48 -1.15
S 2.29 -1.75 -2.43
C 3.62 -1.74 -0.02
N 3.28 -0.38 0.04
H 4.47 2.20 1.80
H 2.72 2.11 1.68
H 3.72 2.30 0.22
H 4.89 0.33 2.91
H 5.34 -2.10 2.88
H 5.25 -4.23 1.66
H 4.58 -5.50 -0.36
H 3.30 -4.35 -2.15
Br 4.19 5.06 -3.49
C 3.02 4.23 -2.32
C 2.23 4.95 -1.45
C 1.36 4.28 -0.60
C 1.33 2.91 -0.65
N 2.10 2.22 -1.50
C 2.93 2.85 -2.33
H 2.28 6.04 -1.43
H 0.72 4.81 0.10
H 0.68 2.33 0.00
H 3.51 2.24 -3.01
C -1.37 0.32 1.04
C -1.77 1.75 1.39
As -2.41 1.96 3.26
C -0.80 1.43 4.21
C -0.93 0.98 5.53
C 0.19 0.71 6.30
C 1.46 0.90 5.77
C 1.60 1.36 4.47
C 0.48 1.61 3.69
C -3.44 0.31 3.29
C -4.74 0.41 2.78
C -5.54 -0.72 2.68
C -5.06 -1.95 3.10
C -3.78 -2.05 3.62
C -2.97 -0.93 3.71
P -0.84 -0.30 -0.62
C -0.92 -2.07 -0.21
C 0.17 -2.65 0.45
C 0.10 -3.95 0.93
C -1.06 -4.69 0.76
C -2.16 -4.11 0.13
C -2.10 -2.81 -0.34
C -2.12 0.07 -1.83
C -2.61 1.37 -1.93
C -3.51 1.71 -2.93
C -3.91 0.76 -3.86
C -3.39 -0.53 -3.79
C -2.49 -0.87 -2.79
H -2.23 -0.33 1.21
H -0.59 -0.05 1.70
H -2.63 2.08 0.82
H -0.99 2.50 1.26
H -1.92 0.85 5.96
H 0.07 0.37 7.32
H 2.33 0.70 6.38
H 2.59 1.53 4.07
H 0.61 2.00 2.69
H -5.14 1.38 2.48
H -6.55 -0.63 2.29
H -5.70 -2.83 3.03
H -3.41 -3.01 3.96
H -1.96 -1.03 4.11
H 1.08 -2.09 0.63
H 0.96 -4.38 1.43
H -1.12 -5.71 1.12
H -3.08 -4.67 0.02
H -2.98 -2.37 -0.79
H -2.29 2.14 -1.24
H -3.90 2.72 -2.99
H -4.62 1.02 -4.63
H -3.69 -1.28 -4.52
H -2.08 -1.88 -2.77
C 0.65 0.51 -2.98
C 0.09 0.79 -4.29
C 0.18 -0.17 -5.30
C -0.34 0.10 -6.54
C -0.96 1.33 -6.78
C -1.05 2.29 -5.78
C -0.53 2.02 -4.52
H 0.67 -1.12 -5.10
H -0.27 -0.63 -7.34
H -1.37 1.54 -7.76
H -1.53 3.24 -5.97
H -0.60 2.75 -3.72
*
```

# 4
Computed, not measured: a cluster of 6 separate species, C49H57IN2O26S2 in total, with wB97M-V/def2-TZVPD.

Computed properties:
SMILES ... CCCOC[C@H]1OS(=O)(=O)[C@@](CN)(CCCCCOC(C)=O)[C@@](S)(CCCI)[C@H]1N.O=C1C=C(O)C(=O)C=C1O.O=C1C=C(O)C(=O)C=C1O.O=C1C=C(O)C(=O)C=C1O.O=C1C=C(O)C(=O)C=C1O.O=C1C=C(O)C(=O)C=C1O
Max |F| ... 4.67 eV/A
Gap between HOMO and LUMO ... 7.61 eV
HOMO ... -9.316 eV
LUMO level ... -1.71 eV

```
! RIJCOSX wB97M-V def2-TZVPD def2/J DEFGRID3
* xyz 0 1
C 0.01 -5.58 3.47
C 1.11 -5.59 2.42
C 1.31 -4.23 1.76
O 1.67 -3.30 2.77
C 2.39 -2.17 2.31
C 1.51 -1.26 1.46
O 0.32 -0.95 2.23
S -0.93 -0.63 1.34
O -1.25 -1.80 0.56
O -1.89 -0.06 2.24
C -0.31 0.67 0.18
C -0.38 0.08 -1.25
N 0.65 -0.91 -1.57
C -1.36 1.81 0.25
C -2.74 1.46 -0.32
C -3.86 2.23 0.39
C -5.18 2.25 -0.41
C -6.39 1.71 0.35
O -6.46 0.29 0.17
C -7.08 -0.49 1.08
C -8.22 0.10 1.85
O -6.76 -1.59 1.18
C 1.16 1.17 0.58
S 1.81 2.00 -0.95
C 1.16 2.32 1.63
C 0.61 2.10 3.06
C 1.66 2.11 4.18
I 1.61 0.33 5.34
C 2.18 0.01 0.93
N 3.28 0.40 1.78
H -0.14 -6.58 3.90
H -0.94 -5.27 3.01
H 0.23 -4.88 4.27
H 2.06 -5.92 2.86
H 0.86 -6.29 1.61
H 0.37 -3.93 1.27
H 2.08 -4.27 0.97
H 3.25 -2.48 1.68
H 2.76 -1.67 3.21
H 1.19 -1.85 0.59
H -1.37 -0.37 -1.36
H -0.35 0.93 -1.95
H 1.29 -0.57 -2.27
H 0.22 -1.77 -1.90
H -1.47 2.16 1.27
H -0.94 2.65 -0.34
H -2.78 1.66 -1.40
H -2.94 0.39 -0.19
H -4.02 1.73 1.36
H -3.53 3.25 0.60
H -5.06 1.69 -1.34
H -5.43 3.29 -0.67
H -7.32 2.17 -0.02
H -6.29 1.95 1.42
H -9.01 -0.66 1.89
H -8.62 1.02 1.42
H -7.90 0.31 2.88
H 3.11 1.93 -0.62
H 2.19 2.67 1.72
H 0.63 3.16 1.18
H -0.08 2.93 3.28
H 0.00 1.21 3.13
H 2.68 2.22 3.82
H 1.48 2.91 4.90
H 2.60 -0.31 -0.03
H 3.72 1.27 1.51
H 3.04 0.43 2.77
C -4.66 0.99 7.53
C -4.30 1.08 6.24
C -4.70 2.26 5.37
O -4.32 2.25 4.22
C -5.51 3.32 5.95
C -5.87 3.22 7.24
C -5.46 2.04 8.11
O -5.84 2.09 9.27
O -6.60 4.11 7.89
O -3.57 0.18 5.63
H -4.38 0.16 8.16
H -5.79 4.16 5.33
H -6.69 3.77 8.80
H -3.43 0.45 4.70
C 0.20 -10.43 0.45
C -0.31 -10.61 -0.78
C 0.34 -10.02 -2.02
O -0.22 -10.27 -3.08
C 1.53 -9.23 -1.88
C 2.04 -9.05 -0.65
C 1.41 -9.65 0.59
O 1.98 -9.42 1.64
O 3.12 -8.34 -0.39
O -1.40 -11.31 -1.04
H -0.25 -10.85 1.34
H 1.98 -8.80 -2.77
H 3.25 -8.39 0.58
H -1.52 -11.26 -2.01
C 5.94 3.32 -3.83
C 6.83 2.52 -4.42
C 6.46 1.18 -5.03
O 7.37 0.56 -5.55
C 5.09 0.75 -4.96
C 4.19 1.55 -4.37
C 4.57 2.89 -3.77
O 3.66 3.52 -3.26
O 2.91 1.26 -4.24
O 8.13 2.80 -4.53
H 6.22 4.27 -3.38
H 4.83 -0.21 -5.39
H 2.49 2.02 -3.78
H 8.53 2.04 -5.01
C 11.87 6.15 -3.80
C 10.67 5.55 -3.77
C 9.74 5.66 -2.58
O 8.67 5.09 -2.70
C 10.16 6.41 -1.42
C 11.36 7.00 -1.45
C 12.29 6.92 -2.65
O 13.35 7.52 -2.54
O 11.87 7.72 -0.45
O 10.18 4.82 -4.75
H 12.54 6.08 -4.64
H 9.50 6.47 -0.57
H 12.75 8.02 -0.76
H 9.31 4.48 -4.46
C -6.26 0.53 -5.18
C -7.08 0.46 -6.24
C -8.57 0.19 -6.10
O -9.20 0.17 -7.14
C -9.13 -0.02 -4.78
C -8.30 0.05 -3.73
C -6.82 0.35 -3.87
O -6.22 0.40 -2.81
O -8.67 -0.13 -2.47
O -6.70 0.61 -7.49
H -5.20 0.73 -5.27
H -10.18 -0.22 -4.69
H -7.85 -0.04 -1.93
H -7.51 0.51 -8.03
*
```

# 5
Computed, not measured: an isolated molecule of C4H7NO2, with wB97M-V/def2-TZVPD.

Computed properties:
SMILES ... ONC1=CC[C@H]1O
Max |F| ... 0.38 eV/A
Gap between HOMO and LUMO ... 9.36 eV
Relative energy (zero: lowest compared OMol25 entry of this formula, charge and spin) ... 407.45 kJ/mol
HOMO ... -8.506 eV
LUMO level ... 0.86 eV

```
! RIJCOSX wB97M-V def2-TZVPD def2/J DEFGRID3
* xyz 0 1
O -0.54 0.95 2.46
N -0.13 1.30 1.15
C -0.33 0.32 0.18
C -0.80 0.46 -1.06
C -0.02 -0.71 -1.60
C 0.23 -1.07 -0.08
O 1.48 -1.49 0.38
H 0.17 1.31 3.00
H -0.66 2.12 0.86
H -1.45 1.20 -1.52
H 0.93 -0.36 -2.03
H -0.48 -1.44 -2.26
H -0.47 -1.85 0.21
H 2.09 -0.75 0.31
*
```

# 6
Computed, not measured: an isolated molecule of C5H8N2, with wB97M-V/def2-TZVPD.

Computed properties:
SMILES ... NNC1C=CC=C1
Max |F| ... 3.88 eV/A
Gap between HOMO and LUMO ... 9.16 eV
Relative energy (zero: lowest compared OMol25 entry of this formula, charge and spin) ... 366.94 kJ/mol
HOMO ... -8.445 eV
LUMO level ... 0.71 eV

```
! RIJCOSX wB97M-V def2-TZVPD def2/J DEFGRID3
* xyz 0 1
C 0.81 -2.17 0.39
C 0.80 -1.20 1.47
C 0.51 -1.54 -0.77
C 0.67 0.06 1.09
C 0.49 -0.04 -0.48
N -0.96 2.21 -0.75
N -0.89 0.81 -0.94
H 0.85 -3.18 0.44
H 1.02 -1.55 2.49
H 0.18 -2.03 -1.64
H 0.57 1.06 1.52
H 1.21 0.32 -1.17
H -0.25 2.46 -1.45
H -0.68 2.51 0.22
H -1.80 0.49 -0.67
*
```

# 7
Computed, not measured: a structure of composition C19H20MnN4O3S, with wB97M-V/def2-TZVPD.

Computed properties:
Max |F| ... 2.68 eV/A
Gap between HOMO and LUMO (spin up / spin down) ... 7.18 / 6.89 eV
HOMO (spin up / spin down) ... -10.975 / -11.071 eV
LUMO level (spin up / spin down) ... -3.79 / -4.18 eV

```
! RIJCOSX wB97M-V def2-TZVPD def2/J DEFGRID3
* xyz 1 5
Mn 0.96 0.22 -0.44
C 0.01 1.02 -4.45
O -1.07 0.12 -4.55
C -1.08 -1.01 -3.80
C -1.70 -2.12 -4.37
C -1.78 -3.34 -3.69
C -1.22 -3.46 -2.44
C -0.60 -2.37 -1.82
C -0.04 -2.52 -0.52
N 0.58 -1.57 0.14
N 1.08 -1.87 1.34
C 1.79 -0.87 1.84
O 1.86 0.21 1.13
C 2.45 -1.00 3.13
C 1.97 -1.91 4.07
C 2.61 -2.04 5.29
C 3.74 -1.29 5.57
C 4.22 -0.38 4.64
C 3.57 -0.22 3.43
C -0.53 -1.11 -2.50
O 0.04 -0.07 -1.92
H 0.08 1.50 -5.42
H 0.95 0.50 -4.22
H -0.15 1.79 -3.68
H -2.10 -2.02 -5.36
H -2.25 -4.18 -4.16
H -1.25 -4.41 -1.92
H -0.12 -3.49 -0.04
H 1.09 -2.49 3.84
H 2.23 -2.74 6.03
H 4.26 -1.41 6.51
H 5.09 0.21 4.86
H 3.92 0.49 2.70
S 1.21 2.52 -0.77
C -0.45 2.68 -0.34
N -1.39 2.69 -1.28
C -2.80 2.85 -1.00
C -3.08 2.40 0.43
C -2.14 3.16 1.36
N -0.77 2.90 0.94
H -1.10 2.53 -2.23
H -3.36 2.24 -1.72
H -3.09 3.89 -1.14
H -2.88 1.32 0.51
H -4.11 2.59 0.69
H -2.25 2.82 2.39
H -2.35 4.23 1.32
H -0.02 2.99 1.61
*
```

# 8
Computed, not measured: a structure of composition C20H42CuN3OP2, with wB97M-V/def2-TZVPD.

Computed properties:
Max |F| ... 5.98 eV/A
Gap between HOMO and LUMO (spin up / spin down) ... 6.15 / 7.15 eV
Relative energy (zero: lowest compared OMol25 entry of this formula, charge and spin) ... 91.22 kJ/mol
HOMO (spin up / spin down) ... -8.226 / -9.712 eV
LUMO level (spin up / spin down) ... -2.07 / -2.57 eV

```
! RIJCOSX wB97M-V def2-TZVPD def2/J DEFGRID3
* xyz 1 2
Cu 0.35 -0.42 -0.10
P 0.97 0.88 -1.97
P -1.33 -1.76 0.81
N -0.79 -1.89 -2.49
C 0.48 0.01 -3.47
H 0.30 0.74 -4.26
H 1.31 -0.63 -3.78
C -0.81 -0.85 -3.49
H -1.69 -0.24 -3.23
H -0.92 -1.18 -4.57
C -2.08 -2.30 -1.97
H -2.62 -3.12 -2.53
H -2.70 -1.39 -2.02
C -1.99 -2.82 -0.53
H -1.39 -3.74 -0.53
H -3.02 -3.08 -0.27
C -2.90 -1.27 1.77
C -2.76 -0.16 2.83
H -3.75 0.10 3.22
H -2.33 0.76 2.42
H -2.15 -0.47 3.69
C -0.42 -2.94 1.96
C 0.07 -2.31 3.27
H 0.69 -3.02 3.83
H -0.75 -2.01 3.94
H 0.69 -1.42 3.09
C 2.87 0.82 -1.95
C 3.52 1.65 -0.86
H 4.60 1.46 -0.82
H 3.13 1.42 0.13
H 3.41 2.73 -1.02
C 0.58 2.71 -2.38
C 0.67 3.72 -1.22
H 0.27 4.69 -1.55
H 1.70 3.90 -0.89
H 0.07 3.41 -0.36
C -0.82 0.86 0.11
O -1.64 1.68 0.21
C -1.09 -4.28 2.23
H -1.93 -4.20 2.93
H -1.44 -4.77 1.32
H -0.35 -4.95 2.70
C 3.56 1.03 -3.30
H 4.61 0.71 -3.19
H 3.12 0.43 -4.11
H 3.57 2.09 -3.61
C 1.29 3.31 -3.60
H 0.75 4.23 -3.90
H 2.33 3.62 -3.36
H 1.31 2.65 -4.47
C -3.72 -2.42 2.39
H -3.28 -2.78 3.32
H -4.73 -2.04 2.64
H -3.87 -3.27 1.70
H -3.51 -0.85 0.95
H -0.49 2.62 -2.64
H 0.48 -3.14 1.36
H 3.01 -0.24 -1.68
H -0.09 -2.62 -2.61
H 0.76 0.63 1.20
N 1.01 2.12 4.13
C 1.76 3.02 3.37
C 1.60 2.67 2.08
N 0.88 1.47 2.02
C 0.42 1.25 3.28
H 0.96 2.03 5.15
H 2.38 3.75 3.84
H 2.03 3.11 1.20
H -0.18 0.37 3.61
*
```

> max |F| of number 8 (C20H42CuN3OP2)?

5.98 eV/A

> Which of these has the highest max |F|?

C12H25BCrF4O10

What did the first record say?
Computed, not measured: a structure of composition C12H25BCrF4O10, with wB97M-V/def2-TZVPD.

Computed properties:
Max |F| ... 10.15 eV/A
Gap between HOMO and LUMO (spin up / spin down) ... 4.33 / 6.93 eV
HOMO (spin up / spin down) ... -3.970 / -10.700 eV
LUMO level (spin up / spin down) ... 0.36 / -3.77 eV

```
! RIJCOSX wB97M-V def2-TZVPD def2/J DEFGRID3
* xyz 0 9
Cr -0.88 -0.07 -0.09
B -3.08 -0.30 -1.33
F -4.44 -0.19 -1.48
F -2.49 0.83 -0.89
F -2.86 -1.23 -0.34
F -2.45 -0.76 -2.40
C 0.36 -3.97 0.63
C 1.10 -2.73 0.10
C 1.09 -2.80 -1.36
O 0.57 -1.51 0.60
H 0.85 -4.88 0.29
H -0.68 -3.90 0.32
H 0.33 -4.01 1.72
H 2.17 -2.87 0.26
H 1.78 -2.17 -1.92
H 0.11 -2.43 -1.65
H 1.07 -3.78 -1.82
C -1.55 -2.29 3.27
O -2.61 -1.38 3.34
C -2.73 -0.41 2.56
O -1.76 0.07 1.92
O -3.92 0.10 2.81
C -4.32 1.28 2.16
H -1.89 -3.32 3.42
H -0.84 -1.93 4.01
H -1.08 -2.33 2.28
H -4.70 2.00 2.90
H -5.24 0.99 1.66
H -3.65 1.77 1.46
C 1.35 5.16 0.70
O 0.42 4.10 0.63
C 0.69 2.80 0.80
O -0.13 1.90 0.49
O 1.90 2.69 1.36
C 2.29 1.47 2.12
H 0.92 6.03 0.21
H 2.22 4.68 0.25
H 1.59 5.44 1.73
H 1.40 0.88 2.36
H 2.98 1.72 2.93
H 2.86 0.76 1.52
C 0.81 -0.83 -4.45
O 1.74 -0.05 -3.66
C 1.21 0.59 -2.52
O 0.08 0.41 -2.05
O 2.14 1.45 -1.96
C 3.57 1.50 -2.22
H 1.43 -1.33 -5.19
H -0.04 -0.24 -4.79
H 0.39 -1.64 -3.84
H 3.98 1.96 -1.32
H 3.85 2.18 -3.03
H 4.10 0.58 -2.44
*
```